Entry 1:
Computed, not measured: a structure of composition C50H54N2O2PPtSi in a non-equilibrium geometry, with wB97M-V/def2-TZVPD.

CARTESIAN COORDINATES (ANGSTROEM)
Pt: 0.30726 0.03630 -0.03186
C: 0.87377 -4.45323 3.35292
C: -0.41691 -3.94519 3.47486
C: -0.72074 -2.67441 3.01131
C: 0.26482 -1.86470 2.42907
C: 1.55677 -2.38460 2.31383
C: 1.85449 -3.66663 2.76013
N: -0.01949 -0.56853 1.97649
C: -0.46302 0.34219 2.90226
C: -0.43603 0.10643 4.29687
C: -0.81088 1.09174 5.20077
C: -1.22613 2.34761 4.77952
C: -1.25605 2.59982 3.40893
C: -0.88066 1.63235 2.49804
H: 1.10818 -5.45035 3.70593
H: -1.19775 -4.55153 3.92089
H: -1.72707 -2.27825 3.09403
H: 2.32249 -1.75545 1.87437
H: 2.86336 -4.04957 2.64890
H: -0.11321 -0.85711 4.66877
H: -0.77468 0.86661 6.26233
H: -1.52576 3.10394 5.49421
H: -1.60108 3.55987 3.03764
H: -0.94006 1.83495 1.43899
C: 4.43200 2.93737 1.68921
N: 3.18610 2.66287 2.37866
C: 2.67093 3.56564 3.39905
C: 2.40053 1.66192 1.93731
O: 2.68840 0.91768 1.00837
H: 5.07223 3.54231 2.32819
H: 4.26634 3.46388 0.74519
H: 4.93262 1.99802 1.46184
H: 3.48202 4.19580 3.75724
H: 2.27098 3.00215 4.24211
H: 1.87645 4.20912 3.01451
H: 1.46333 1.56814 2.50019
C: -4.08228 -1.84184 0.83271
C: -4.54265 -0.38964 1.03089
C: -6.05818 -0.33189 0.81334
C: -4.22126 0.03877 2.46722
Si: -3.50487 0.63895 -0.21314
O: -1.99919 0.17522 -0.24087
C: -3.69740 2.51689 0.07734
C: -4.84320 3.16126 0.55380
C: -4.89228 4.54062 0.72499
C: -3.78627 5.31987 0.41238
C: -2.63971 4.70777 -0.07833
C: -2.60232 3.32908 -0.24163
C: -4.29353 0.34650 -1.92684
C: -5.45224 0.97791 -2.38712
C: -5.95093 0.74099 -3.66257
C: -5.28889 -0.13171 -4.51765
C: -4.13027 -0.76477 -4.08693
C: -3.64577 -0.52622 -2.80607
H: -4.55599 -2.49669 1.57734
H: -2.99570 -1.92703 0.93117
H: -4.35412 -2.21371 -0.16196
H: -6.55550 -1.06509 1.46213
H: -6.32945 -0.56348 -0.22002
H: -6.47535 0.64788 1.06190
H: -4.73559 -0.61464 3.18560
H: -4.53627 1.06806 2.66301
H: -3.15024 -0.01450 2.66667
H: -5.72253 2.58079 0.81252
H: -5.79455 5.00705 1.10329
H: -3.81919 6.39450 0.54704
H: -1.77189 5.30564 -0.33265
H: -1.70119 2.86454 -0.63356
H: -5.97161 1.68065 -1.74174
H: -6.85349 1.24131 -3.99469
H: -5.66856 -0.30815 -5.51725
H: -3.60337 -1.43597 -4.75633
H: -2.73588 -1.01275 -2.46388
C: 1.03971 2.34900 -4.23370
C: -0.23680 2.04397 -3.77100
C: -0.40014 1.37083 -2.56664
C: 0.69774 0.98084 -1.77952
C: 1.96474 1.31817 -2.25483
C: 2.13674 1.99076 -3.46211
H: 1.17671 2.85555 -5.18181
H: -1.10970 2.32522 -4.35074
H: -1.39942 1.12275 -2.22549
H: 2.84531 1.06771 -1.67007
H: 3.13811 2.23174 -3.80235
C: 0.38565 -1.80094 -2.94583
P: 0.48169 -2.09174 -1.13922
C: -0.66833 -3.47705 -0.91760
C: -0.52666 -4.31776 0.18474
C: -1.45381 -5.31762 0.42958
C: -2.54767 -5.47552 -0.41187
C: -2.71186 -4.62285 -1.49418
C: -1.78136 -3.62400 -1.74280
C: 2.14550 -2.85450 -1.02934
C: 3.20857 -2.00735 -0.72048
C: 4.50506 -2.49596 -0.66298
C: 4.75315 -3.84232 -0.89914
C: 3.69985 -4.69197 -1.20758
C: 2.40279 -4.20003 -1.27624
H: 0.42013 -2.74617 -3.49198
H: 1.22979 -1.17411 -3.22534
H: -0.52550 -1.25248 -3.18583
H: 0.31247 -4.18433 0.85576
H: -1.32954 -5.96274 1.29113
H: -3.27739 -6.25147 -0.21604
H: -3.57397 -4.72587 -2.14175
H: -1.93356 -2.95207 -2.57781
H: 3.00078 -0.96669 -0.49221
H: 5.32050 -1.82804 -0.41239
H: 5.76250 -4.23074 -0.83614
H: 3.88658 -5.74260 -1.39477
H: 1.58973 -4.87280 -1.52274

Forces on atoms 1 to 2 (eV/Å):
Pt 0.1 -0.9 -0.3
C 0.0 0.0 0.0

net charge = -1
gap between HOMO and LUMO = 6.23 eV
2S+1 = 1
energy above the lowest of the compared OMol25 structures with the same formula, charge and spin = 0.0 kJ/mol
highest occupied orbital energy = -3.94 eV

---

Entry 2:
Computed, not measured: a structure of composition C14H13Cl5ReSSe2Te, with wB97M-V/def2-TZVPD.

CARTESIAN COORDINATES (ANGSTROEM)
Re: 0.30758 -0.37766 0.72648
Cl: 0.79685 -0.32130 3.22196
C: 1.64269 1.07783 2.61194
C: 1.45900 1.23354 1.23839
C: 2.13022 2.31755 0.64450
Cl: 2.01842 2.61066 -1.04037
C: 2.91946 3.16956 1.41892
Cl: 3.73673 4.47521 0.69531
C: 3.04902 2.95677 2.80216
Cl: 3.99969 3.99438 3.73456
C: 2.39872 1.87978 3.42161
Cl: 2.52984 1.55939 5.08796
C: -1.31832 -1.06382 -2.47540
Se: 0.13609 0.01667 -1.77388
C: 1.57070 -1.14351 -2.43370
C: 1.59038 -2.49547 -1.76340
Se: 1.77621 -2.20835 0.16476
C: 1.18885 -3.89699 0.92298
H: -1.16050 -1.15844 -3.54753
H: -2.23741 -0.51147 -2.29104
H: -1.36174 -2.03695 -1.99453
H: 2.49349 -0.58746 -2.27357
H: 1.40911 -1.24348 -3.50511
H: 2.45698 -3.07839 -2.07004
H: 0.68592 -3.07540 -1.93313
H: 1.90528 -4.65261 0.61245
H: 0.19059 -4.12998 0.56827
H: 1.21028 -3.77833 2.00280
Te: -2.15529 -1.05896 0.99058
C: -3.27260 0.40256 0.11478
C: -4.64794 0.42953 0.04954
C: -5.12388 1.60127 -0.59302
C: -4.10881 2.43040 -0.97558
S: -2.57517 1.82088 -0.54496
H: -5.28470 -0.35489 0.43741
H: -6.16821 1.81509 -0.77095
H: -4.18754 3.38240 -1.48114

Forces on atoms 1 to 2 (eV/Å):
Re 0.3 0.0 -0.4
Cl -0.2 -0.4 0.2

net charge = +2
gap between HOMO and LUMO (spin up / spin down) = 6.16 / 5.74 eV
2S+1 = 2
energy above the lowest of the compared OMol25 structures with the same formula, charge and spin = 0.0 kJ/mol
highest occupied orbital energy (spin up / spin down) = -14.55 / -14.62 eV

---

Entry 3:
Computed, not measured: a structure of composition C29H39Cl2GeMnN2O7S, with wB97M-V/def2-TZVPD.

CARTESIAN COORDINATES (ANGSTROEM)
Mn: -0.45592 -0.03908 -0.09220
C: 2.36361 2.59722 0.78560
C: 2.11790 1.11860 1.05422
C: 3.42659 0.34595 1.12486
C: 1.31774 0.94281 2.33259
O: 1.35986 0.53196 -0.04884
Ge: 1.68326 0.93354 -1.98496
O: 0.62584 2.39338 -1.78751
C: 0.53498 3.55836 -2.59534
C: 1.90093 3.96063 -3.15045
C: -0.44528 3.29951 -3.73677
C: -0.00765 4.65696 -1.68868
O: 0.11784 -0.20932 -2.05878
C: -0.05360 -1.25025 -3.04074
C: 1.03564 -2.30020 -2.85658
C: 0.02934 -0.62100 -4.42854
C: -1.42767 -1.87005 -2.83738
H: 2.91490 3.02334 1.62642
H: 1.42084 3.12881 0.66292
H: 2.96082 2.74489 -0.11691
H: 4.04777 0.73344 1.93485
H: 3.97860 0.45208 0.18892
H: 3.22478 -0.71005 1.30121
H: 1.90320 1.32492 3.17177
H: 1.11693 -0.11496 2.50421
H: 0.38102 1.50010 2.29037
H: 2.29133 3.19491 -3.82485
H: 2.61497 4.09621 -2.33487
H: 1.83141 4.89719 -3.70753
H: -0.63281 4.21166 -4.30826
H: -1.39274 2.93656 -3.33152
H: -0.04635 2.54406 -4.41751
H: 0.69012 4.84951 -0.87153
H: -0.95935 4.33620 -1.25957
H: -0.16210 5.58513 -2.24371
H: 2.02436 -1.84287 -2.93524
H: 0.95344 -3.06773 -3.62882
H: 0.94732 -2.77777 -1.87985
H: 1.01035 -0.16816 -4.59681
H: -0.73632 0.14855 -4.53880
H: -0.12544 -1.37996 -5.19795
H: -1.50724 -2.31334 -1.84436
H: -1.59759 -2.65307 -3.57920
H: -2.19785 -1.10540 -2.95494
O: -1.32730 1.69007 0.46675
S: -2.73437 1.18838 0.40239
O: -3.55361 1.38729 1.55128
N: -2.44932 -0.30077 -0.08186
C: -3.10203 -1.39252 0.55737
C: -4.07033 -2.10847 -0.07794
C: -4.69868 -3.19671 0.56943
C: -4.33262 -3.55446 1.83259
C: -3.31389 -2.83923 2.51041
C: -2.86561 -3.17137 3.81049
C: -1.87100 -2.43844 4.38339
C: -1.30879 -1.36600 3.65282
N: -1.69317 -1.02832 2.45096
C: -2.69434 -1.74844 1.87536
C: -3.45897 2.05293 -0.95344
C: -3.69070 3.41433 -0.79478
C: -4.23096 4.12832 -1.84973
C: -4.54512 3.48329 -3.04051
C: -4.31605 2.12317 -3.18253
C: -3.76197 1.39773 -2.13607
H: -4.35603 -1.83162 -1.08520
H: -5.47240 -3.74653 0.05030
H: -4.80609 -4.39226 2.33010
H: -3.31958 -4.00625 4.33242
H: -1.49892 -2.66566 5.37284
H: -0.50454 -0.78201 4.08660
H: -3.45017 3.90268 0.14124
H: -4.41025 5.18988 -1.74323
H: -4.97009 4.04730 -3.86082
H: -4.55942 1.62348 -4.11105
H: -3.55585 0.34091 -2.23118
Cl: 1.70122 -4.93707 0.30946
C: 0.22368 -4.15919 0.91749
Cl: -1.17801 -4.64515 -0.05163
C: 0.46316 -2.63311 0.99380
O: 1.23173 -2.24669 1.85046
O: -0.22863 -1.93835 0.16418
H: 0.05794 -4.52470 1.92467

Forces on atoms 1 to 2 (eV/Å):
Mn 0.1 -0.6 0.5
C 0.0 0.0 0.0

gap between HOMO and LUMO (spin up / spin down) = 6.91 / 8.33 eV
2S+1 = 5
highest occupied orbital energy (spin up / spin down) = -8.29 / -8.35 eV

---

Entry 4:
Computed, not measured: a cluster of 15 separate species, C5H39NO14 in total in a non-equilibrium geometry, with wB97M-V/def2-TZVPD.

CARTESIAN COORDINATES (ANGSTROEM)
C: 0.41463 -2.13687 -0.04625
N: 0.11108 -0.70206 -0.25294
C: 0.35721 -0.25491 -1.63312
C: 0.93879 0.06983 0.71558
C: 1.36906 -0.91692 1.80799
C: 1.49754 -2.24811 1.06428
H: -0.52867 -2.65452 0.29073
H: 0.72531 -2.64247 -0.92468
H: 1.37388 -0.31283 -1.95665
H: -0.25959 -0.79905 -2.33931
H: 0.04292 0.80664 -1.71907
H: 1.82008 0.52745 0.21539
H: 0.39074 0.89827 1.12227
H: 2.29993 -0.58829 2.34619
H: 0.61812 -1.01034 2.68022
H: 1.35005 -3.09369 1.72982
H: 2.44720 -2.37893 0.63152
H: -2.11282 -1.41885 -0.96416
H: -2.08374 -1.85209 -2.39836
O: -2.55871 -1.38055 -1.75908
H: 2.20611 -2.35104 -2.72937
H: 2.05383 -3.91231 -2.81098
O: 1.69367 -3.01985 -3.10719
H: -2.52208 0.33089 -1.79869
H: -3.11881 1.56523 -2.37781
O: -2.52134 1.27737 -1.72508
H: -1.50810 0.22400 2.33514
H: -1.54704 -0.43528 0.94514
O: -2.08621 -0.31296 1.71816
H: -0.99595 3.22978 0.24760
H: -0.98725 2.41451 -1.08339
O: -0.50602 3.08754 -0.58440
H: -3.32582 0.78810 1.11355
H: -3.43036 1.45684 -0.19862
O: -3.73456 1.54299 0.69315
H: -1.50817 2.56723 2.30131
H: -2.72870 2.74672 1.35725
O: -1.89489 3.23087 1.64882
H: -0.74701 1.45412 4.22345
H: 0.23387 1.70529 2.99386
O: -0.68322 1.41856 3.21278
H: 3.46482 -0.57568 -1.56304
H: 4.22227 -1.47141 -2.60450
O: 3.54710 -1.49397 -1.97866
H: 2.35896 3.61689 -0.23645
H: 1.03370 2.74673 -0.23505
O: 1.98629 2.73694 0.02377
H: 4.35514 0.94182 -0.16266
H: 3.01112 1.58242 -0.62708
O: 3.77749 0.98261 -0.95220
H: -1.24882 -3.46796 -3.95614
H: 0.00253 -2.71174 -3.36079
O: -0.94596 -2.64702 -3.46900
H: -1.92154 -1.93698 2.22702
H: -2.81108 -3.15855 2.62198
O: -1.89855 -2.90601 2.42367
H: 1.90255 2.42271 1.65866
H: 1.84870 3.32493 2.95860
O: 1.74774 2.39071 2.65111

Forces on atoms 1 to 2 (eV/Å):
C -1.1 -0.7 1.8
N 0.6 0.2 -0.1

gap between HOMO and LUMO = 9.03 eV
2S+1 = 1
energy above the lowest of the compared OMol25 structures with the same formula, charge and spin = 143.8 kJ/mol
highest occupied orbital energy = -8.90 eV

---

no.,E_tot (Ha)
1,-2947.992504
2,-8388.922347
3,-6311.295464
4,-1322.059435